# 1
{"formula": "CH2ClN2O2", "method": "ωB97M-V with the def2-TZVPD basis set", "symbols": ["C", "N", "N", "O", "O", "Cl", "H", "H"], "coordinates": [[-0.37408, 1.74375, -0.92440], [0.86519, -0.32174, 1.39877], [0.31882, -1.13148, 0.53156], [0.51349, -1.06481, -0.67652], [-0.48385, -2.00658, 1.02065], [-1.66559, 0.91354, -0.33379], [-0.24731, 1.40307, -1.89794], [1.07333, 0.46426, 0.88167]], "gap_ev": 6.73, "charge": -1, "fmax_ev_per_a": 3.8, "e_above_lowest_kcal_mol": 109.26, "e_homo_ev": -3.810, "e_lumo_ev": 2.9216, "energy_ha": -759.284650}

=====

# 2
{"formula": "CH2ClN2OP", "method": "ωB97M-V with the def2-TZVPD basis set", "symbols": ["C", "N", "N", "O", "P", "Cl", "H", "H"], "coordinates": [[0.55443, 0.93689, 0.16741], [0.68477, -0.23658, 0.94407], [-1.96045, -1.18036, 0.57417], [-0.33079, 0.51352, -0.85225], [-0.54114, -0.93861, 0.00836], [-0.16015, -2.27255, -1.37579], [0.36668, 1.81857, 0.88297], [1.38666, 1.35911, -0.34894]], "gap_ev": [7.71, 8.09], "charge": 0, "fmax_ev_per_a": 3.0, "e_above_lowest_kcal_mol": 79.97, "e_homo_ev": [-10.530, -10.003], "e_lumo_ev": [-2.8241, -1.9098], "energy_ha": -1025.461958}

=====

# 3
{"formula": "CH2ClNO2S2", "method": "ωB97M-V with the def2-TZVPD basis set", "symbols": ["C", "N", "O", "O", "S", "S", "Cl", "H", "H"], "coordinates": [[0.81131, 1.38485, -0.06277], [0.88629, 0.18194, -0.50304], [-0.65917, -2.62516, -0.20526], [-1.12461, -1.05027, 1.69899], [2.01854, 2.53969, -0.08934], [-0.86763, -1.34832, 0.29553], [-0.76252, 1.84749, 0.42359], [1.55288, -0.31595, -1.05569], [-1.85509, -0.61428, -0.50201]], "gap_ev": [5.87, 5.87], "charge": 0, "fmax_ev_per_a": 5.8, "e_above_lowest_kcal_mol": 75.14, "e_homo_ev": [-8.606, -8.607], "e_lumo_ev": [-2.7355, -2.7344], "energy_ha": -1500.966767}

=====

# 4
{"formula": "CH2ClNO2S2", "method": "ωB97M-V with the def2-TZVPD basis set", "symbols": ["C", "N", "O", "O", "S", "S", "Cl", "H", "H"], "coordinates": [[-0.44011, -1.47301, -0.00842], [0.69090, -1.67399, 0.33592], [-2.48823, 1.73926, 0.66772], [-0.16143, 1.33497, -0.24427], [-1.95482, -1.45272, -0.20399], [-1.62570, 1.22592, -0.38460], [2.82892, 0.47892, -0.14738], [1.42336, -1.11127, 0.39630], [1.72711, 0.93191, -0.41127]], "gap_ev": 9.12, "charge": 0, "fmax_ev_per_a": 5.8, "e_above_lowest_kcal_mol": 10.16, "e_homo_ev": -10.351, "e_lumo_ev": -1.2353, "energy_ha": -1501.070323}

=====

# 5
{"formula": "CH2ClNO3S", "method": "ωB97M-V with the def2-TZVPD basis set", "symbols": ["C", "N", "O", "O", "O", "S", "Cl", "H", "H"], "coordinates": [[-2.93487, 0.74905, 0.20940], [0.10405, -0.52400, -0.48043], [-2.64320, 1.83584, 0.58117], [-1.32639, -1.56746, 1.48662], [-2.01024, -1.82080, -0.88265], [-1.44088, -0.99721, 0.18057], [-4.38954, 0.13823, -0.44372], [0.62290, 0.25800, -0.23756], [0.13982, -0.54042, -1.44869]], "gap_ev": 9.15, "charge": 0, "fmax_ev_per_a": 3.4, "e_above_lowest_kcal_mol": 50.19, "e_homo_ev": -10.070, "e_lumo_ev": -0.9227, "energy_ha": -1178.086601}

=====

# 6
{"formula": "CH2ClNOS2", "method": "ωB97M-V with the def2-TZVPD basis set", "symbols": ["O", "C", "Cl", "N", "S", "S", "H", "H"], "coordinates": [[-1.11479, 1.78160, 0.33262], [-0.90541, 0.65665, 0.31033], [-2.56822, -0.55455, -0.22741], [0.21226, -0.04023, 0.25129], [1.70278, 0.87976, 0.50142], [0.46630, -1.72557, 0.40616], [1.77404, 1.09657, -0.79260], [0.43304, -2.09423, -0.78179]], "gap_ev": 9.28, "charge": 0, "fmax_ev_per_a": 4.0, "e_above_lowest_kcal_mol": 15.16, "smiles": "O=C(Cl)N(S)S", "e_homo_ev": -9.751, "e_lumo_ev": -0.4741, "energy_ha": -1425.804362}

=====

# 7
{"formula": "CH2ClNS", "method": "ωB97M-V with the def2-TZVPD basis set", "symbols": ["N", "C", "S", "Cl", "H", "H"], "coordinates": [[1.05763, 0.07610, -0.10648], [-0.69383, -0.09560, -0.19014], [-1.50303, 1.35144, -0.04567], [-1.18851, -1.59263, -0.45069], [1.03048, 1.01553, 0.21276], [1.29727, -0.75485, 0.58022]], "gap_ev": [8.67, 8.67], "charge": 0, "fmax_ev_per_a": 7.2, "e_above_lowest_kcal_mol": 41.22, "smiles": "NC(=S)Cl", "e_homo_ev": [-9.236, -9.236], "e_lumo_ev": [-0.5644, -0.5649], "energy_ha": -952.362927}

=====

# 8
{"formula": "CH2ClNS", "method": "ωB97M-V with the def2-TZVPD basis set", "symbols": ["C", "N", "S", "Cl", "H", "H"], "coordinates": [[0.79785, -0.18220, 0.31842], [-1.25396, 0.01770, 0.04580], [1.38374, -1.57812, 0.75135], [1.39104, 1.35067, 0.01122], [-0.96167, 0.88993, -0.34426], [-1.35701, -0.49799, -0.78253]], "gap_ev": 8.49, "charge": 0, "fmax_ev_per_a": 4.6, "e_above_lowest_kcal_mol": 66.08, "e_homo_ev": -9.169, "e_lumo_ev": -0.6767, "energy_ha": -952.323322}

=====

# 9
{"formula": "CH2ClO2P", "method": "ωB97M-V with the def2-TZVPD basis set", "symbols": ["C", "O", "O", "P", "Cl", "H", "H"], "coordinates": [[0.34732, -0.11251, 0.16666], [0.93849, 0.37488, 1.34853], [1.40151, -0.94690, -0.24796], [2.31740, -0.46243, 1.03801], [3.87689, 1.38283, -0.40216], [-0.56182, -0.68871, 0.36713], [0.14048, 0.69210, -0.54382]], "gap_ev": 8.33, "charge": 0, "fmax_ev_per_a": 2.7, "e_above_lowest_kcal_mol": 19.33, "e_homo_ev": -9.713, "e_lumo_ev": -1.3790, "energy_ha": -991.309653}

=====

# 10
{"formula": "CH2ClO3S", "method": "ωB97M-V with the def2-TZVPD basis set", "symbols": ["C", "O", "O", "O", "S", "Cl", "H", "H"], "coordinates": [[-0.28985, -0.24580, -0.06624], [0.91022, 1.72538, 0.66322], [2.43600, -0.23448, 0.79205], [-0.83347, -0.08161, -1.26131], [1.52052, 0.58251, -0.01695], [-1.12582, -2.15463, 0.54704], [-0.85167, 0.42146, 0.61591], [-1.76592, -0.01282, -1.27372]], "gap_ev": 7.78, "charge": -1, "fmax_ev_per_a": 2.9, "e_above_lowest_kcal_mol": 31.69, "e_homo_ev": -4.150, "e_lumo_ev": 3.6282, "energy_ha": -1123.412992}

=====

# 11
{"formula": "CH2F3NOS", "method": "ωB97M-V with the def2-TZVPD basis set", "symbols": ["N", "S", "O", "F", "C", "F", "F", "H", "H"], "coordinates": [[0.82509, -0.17022, 1.44903], [0.62812, -0.35239, -0.01556], [1.03437, -1.25014, -1.03517], [1.48232, 1.29708, -0.65817], [-1.09607, 0.18089, -0.34421], [-1.88099, 0.62470, 0.66949], [-1.68726, -0.82598, -1.00632], [1.66937, -0.46123, 1.92435], [-0.97496, 0.95729, -0.98344]], "gap_ev": 11.62, "charge": 0, "fmax_ev_per_a": 4.1, "e_above_lowest_kcal_mol": 68.42, "smiles": "N=[S@](=O)(F)C(F)F", "e_homo_ev": -11.762, "e_lumo_ev": -0.1374, "energy_ha": -866.974848}

=====

# 12
{"formula": "CH2F3NOS", "method": "ωB97M-V with the def2-TZVPD basis set", "symbols": ["C", "N", "O", "F", "F", "F", "S", "H", "H"], "coordinates": [[-0.06124, -1.07342, 0.22426], [-0.57246, 0.76464, -1.27947], [-0.29784, 1.72306, 2.34015], [0.36906, -1.69367, -0.81623], [-1.35492, -1.39242, 0.55398], [1.85463, 0.89332, -0.20114], [0.17117, 0.73282, 0.03884], [0.68325, -1.45769, 1.03630], [-0.79165, 1.50337, -1.89670]], "gap_ev": [7.57, 7.60], "charge": 0, "fmax_ev_per_a": 5.0, "e_above_lowest_kcal_mol": 173.19, "e_homo_ev": [-10.164, -10.139], "e_lumo_ev": [-2.5934, -2.5383], "energy_ha": -866.807891}

=====

# 13
{"formula": "CH2F3NS2", "method": "ωB97M-V with the def2-TZVPD basis set", "symbols": ["F", "C", "F", "F", "S", "N", "S", "H", "H"], "coordinates": [[2.67134, 0.42742, 0.09584], [1.49072, -0.22062, 0.05959], [1.25164, -0.88938, -1.04687], [1.43243, -1.00105, 1.18929], [0.29113, 1.18635, 0.20669], [-1.11319, 0.48872, -0.49129], [-2.54369, 0.28409, 0.47918], [-1.22244, 0.58310, -1.47375], [-2.25794, -0.85863, 0.98132]], "gap_ev": 9.80, "charge": 0, "fmax_ev_per_a": 3.2, "e_above_lowest_kcal_mol": 0.25, "smiles": "FC(F)(F)SNS", "e_homo_ev": -9.359, "e_lumo_ev": 0.4415, "energy_ha": -1189.996853}

=====

# 14
{"formula": "CH2FN", "method": "ωB97M-V with the def2-TZVPD basis set", "symbols": ["H", "N", "C", "F", "H"], "coordinates": [[1.36889, 0.74078, 0.00710], [0.39388, 0.94896, 0.04425], [-0.21889, -0.20202, 0.01793], [-1.55648, -0.19792, 0.00942], [0.01260, -1.28980, -0.07869]], "gap_ev": 12.65, "charge": 0, "fmax_ev_per_a": 4.5, "e_above_lowest_kcal_mol": 0.69, "smiles": "[H]/N=C/F", "e_homo_ev": -11.569, "e_lumo_ev": 1.0781, "energy_ha": -193.898093}

=====

# 15
{"formula": "CH2FNO", "method": "ωB97M-V with the def2-TZVPD basis set", "symbols": ["C", "N", "O", "F", "H", "H"], "coordinates": [[0.04725, -0.15442, 0.65821], [-0.31362, -0.21833, -0.57903], [1.52446, 0.81693, 0.93570], [0.55335, 0.12984, -1.57617], [-0.55117, -0.35328, 1.51751], [-1.26027, -0.22075, -0.95621]], "gap_ev": [8.95, 8.94], "charge": 0, "fmax_ev_per_a": 8.8, "e_above_lowest_kcal_mol": 172.97, "e_homo_ev": [-9.281, -9.276], "e_lumo_ev": [-0.3350, -0.3351], "energy_ha": -268.911621}

=====

# 16
{"formula": "CH2FNO2", "method": "ωB97M-V with the def2-TZVPD basis set", "symbols": ["C", "N", "O", "O", "F", "H", "H"], "coordinates": [[0.35373, 1.02795, 0.03498], [0.12740, -0.18695, 0.63678], [-0.39822, 1.93778, 0.15584], [-0.56153, -1.52598, -0.80562], [-0.99851, -0.21816, 1.30944], [1.27738, 1.14550, -0.49693], [0.19974, -2.18015, -0.83449]], "gap_ev": [8.22, 8.20], "charge": 0, "fmax_ev_per_a": 5.3, "e_above_lowest_kcal_mol": 109.68, "e_homo_ev": [-11.194, -11.191], "e_lumo_ev": [-2.9772, -2.9865], "energy_ha": -344.173668}

=====

# 17
{"formula": "CH2FNO2", "method": "ωB97M-V with the def2-TZVPD basis set", "symbols": ["N", "O", "C", "O", "F", "H", "H"], "coordinates": [[0.14289, 0.17901, -1.15932], [0.56119, 0.45800, 0.13687], [-0.16795, -0.36693, 1.18966], [0.00692, -0.25194, 2.31375], [-0.93964, -1.24461, 0.56108], [0.89930, 0.30185, -1.78112], [-0.50272, 0.92462, -1.26092]], "gap_ev": 11.07, "charge": 0, "fmax_ev_per_a": 6.0, "e_above_lowest_kcal_mol": 6.14, "smiles": "NOC(=O)F", "e_homo_ev": -10.310, "e_lumo_ev": 0.7649, "energy_ha": -344.338674}

=====

# 18
{"formula": "CH2FO2S", "method": "ωB97M-V with the def2-TZVPD basis set", "symbols": ["C", "O", "O", "F", "S", "H", "H"], "coordinates": [[0.97379, 0.33500, 0.19267], [-1.63119, -1.03666, 0.91083], [-1.51195, -0.49575, -1.50145], [1.55431, 1.12666, -0.71926], [-1.48994, 0.00850, -0.10749], [1.11325, -0.73848, -0.03091], [0.99172, 0.80073, 1.25561]], "gap_ev": [6.42, 6.41], "charge": -1, "fmax_ev_per_a": 4.2, "e_above_lowest_kcal_mol": 12.64, "e_homo_ev": [-2.273, -2.272], "e_lumo_ev": [4.1424, 4.1426], "energy_ha": -687.816740}

=====

# 19
{"formula": "CH2FO3S2", "method": "ωB97M-V with the def2-TZVPD basis set", "symbols": ["O", "S", "O", "O", "S", "C", "F", "H", "H"], "coordinates": [[-0.10618, 0.74276, 1.67955], [-0.10110, -0.61583, 1.24294], [1.19997, -0.97953, 0.67392], [-0.76689, -1.63672, 2.07033], [-1.35413, -0.55395, -0.43823], [0.06356, 0.63977, -1.17477], [0.12757, 0.68633, -2.56257], [0.94256, 0.09122, -0.79350], [-0.00535, 1.62596, -0.69768]], "gap_ev": 8.67, "charge": -1, "fmax_ev_per_a": 2.5, "e_above_lowest_kcal_mol": 3.02, "smiles": "O=S(=O)([O-])SCF", "e_homo_ev": -5.014, "e_lumo_ev": 3.6516, "energy_ha": -1161.324648}

=====

# 20
{"formula": "CH2FO4S", "method": "ωB97M-V with the def2-TZVPD basis set", "symbols": ["O", "S", "O", "O", "C", "O", "F", "H", "H"], "coordinates": [[-1.96652, -1.00210, -1.04036], [-1.74853, -0.03218, 0.04460], [-2.60155, 1.15742, -0.09138], [-1.74978, -0.59189, 1.48306], [0.04277, 0.47251, -0.09435], [0.61921, 0.23962, 1.12806], [0.28883, 1.84624, -0.36683], [0.63317, -0.24792, -0.98339], [-0.10285, -0.23025, 1.54756]], "gap_ev": 9.70, "charge": -1, "fmax_ev_per_a": 3.7, "e_above_lowest_kcal_mol": 17.94, "smiles": "O=S(=O)([O-])[C@H](O)F", "e_homo_ev": -5.585, "e_lumo_ev": 4.1125, "energy_ha": -838.377669}